(1)
I2OS | wB97M-V/def2-TZVPD

Geometry as XYZ:
```
4
Properties=species:S:1:pos:R:3
O 0.4890 1.1206 0.9948
S -0.5382 0.2352 0.5366
I 1.2861 -2.3478 0.0979
I -1.2369 0.9920 -1.6293
```

The value obtained for the HOMO energy (alpha / beta) is -9.97 / -9.49 eV. As for the largest force on an atom: 1.741 eV/A. The calculation puts the total energy at -1068.76712 a.u.



(2)
ILi | wB97M-V/def2-TZVPD

Geometry as XYZ:
```
2
Properties=species:S:1:pos:R:3
Li 1.0513 0.5082 0.4088
I -1.0513 -0.5082 -0.4088
```

The value obtained for the HOMO energy is -8.34 eV. As for the largest force on an atom: 0.415 eV/A. The calculation puts the total energy at -305.27553 a.u.



(3)
IN3 | wB97M-V/def2-TZVPD

Geometry as XYZ:
```
4
Properties=species:S:1:pos:R:3
N -0.3390 0.9874 1.3520
I 0.9175 -0.0339 -1.7852
N -0.1938 -0.9982 -0.1788
N -0.3847 0.0447 0.6119
```

The value obtained for the HOMO energy is -9.66 eV. As for the largest force on an atom: 7.883 eV/A. The calculation puts the total energy at -461.85120 a.u.